C31H34AsCl3N8O3SV as an isolated structure. Source: the Open Molecules 2025 dataset; level of theory: ωB97M-V/def2-TZVPD.

The total energy is -6824.0445 a.u. The expectation value of S² is 3.757. The value obtained for the relative energy (zero: lowest compared OMol25 entry of this formula, charge and spin) is 15.07 kcal per mole. Its spin multiplicity is 4. As for the maximum force: 0.8 eV/A. For the LUMO energy (spin up / spin down), the calculation gives -0.27 / -0.27 eV.

Geometry as XYZ:
```
82
Properties=species:S:1:pos:R:3:forces:R:3
V 0.034 0.525 2.305 -0.51 -0.63 -0.02
Cl -7.204 0.208 2.312 0.01 0.00 0.00
C -5.509 0.219 1.909 -0.03 0.01 0.10
C -4.566 0.386 2.906 -0.06 -0.01 -0.15
C -3.233 0.396 2.553 0.15 0.01 0.21
Cl -2.057 0.581 3.862 -0.22 0.06 -0.33
C -2.732 0.253 1.234 -0.16 -0.02 0.03
O -1.491 0.274 0.911 0.16 0.00 0.08
C -3.770 0.066 0.282 0.04 -0.01 -0.06
Cl -3.308 -0.179 -1.375 0.02 0.07 0.00
C -5.112 0.052 0.593 0.00 0.01 0.04
H -4.860 0.502 3.939 -0.02 0.00 0.00
H -5.844 -0.089 -0.189 0.00 0.00 -0.01
O 1.111 0.404 4.057 0.18 -0.21 0.12
N 1.135 -0.744 4.634 -0.06 0.17 0.04
N 0.566 -1.671 3.975 0.03 -0.19 0.33
O 0.038 -1.510 2.789 0.12 0.24 -0.04
C 0.443 -2.962 4.601 0.07 0.13 -0.21
C -0.270 -3.934 3.917 0.06 -0.03 0.12
C -0.410 -5.188 4.495 -0.02 0.01 -0.04
C 0.156 -5.460 5.730 0.02 -0.02 0.04
C 0.868 -4.470 6.398 0.00 0.02 -0.01
C 1.018 -3.212 5.841 -0.06 -0.11 -0.04
H -0.702 -3.694 2.958 0.00 0.02 -0.01
H -0.968 -5.953 3.972 0.00 -0.01 0.01
H 0.045 -6.440 6.175 -0.01 0.00 0.00
H 1.311 -4.677 7.363 0.00 -0.01 0.00
H 1.565 -2.437 6.354 0.01 0.03 -0.01
N 1.248 4.493 2.020 -0.16 -0.10 0.04
C 0.005 4.879 2.472 -0.04 0.00 -0.02
C -0.723 3.735 2.598 -0.02 0.01 -0.06
N 0.045 2.663 2.231 0.12 0.23 0.17
C 1.217 3.147 1.891 0.29 -0.12 -0.20
C 2.247 2.217 1.458 -0.19 0.28 0.05
N 1.955 0.936 1.372 0.18 0.21 -0.01
C 3.124 0.301 1.043 0.00 -0.03 -0.10
C 4.122 1.216 0.909 0.00 -0.02 -0.02
N 3.550 2.444 1.174 -0.04 -0.15 0.00
H 2.025 5.104 1.853 0.01 0.03 -0.05
H -0.246 5.910 2.641 0.01 0.00 0.01
H -1.744 3.607 2.911 0.00 0.04 0.02
H 3.156 -0.768 0.923 0.03 0.00 0.00
H 5.163 1.113 0.660 0.00 0.00 0.00
H 4.031 3.324 1.195 0.02 0.03 0.01
C 2.175 -2.764 -1.523 -0.03 0.06 -0.11
As 0.769 -1.785 -0.546 0.09 -0.04 0.08
C -0.678 -3.033 -0.957 -0.04 0.05 -0.02
C 0.452 -0.325 -1.854 0.03 0.04 0.06
C 0.341 -0.714 -3.288 0.12 0.00 0.01
C 1.441 -0.575 -4.137 0.01 -0.22 0.04
C 1.369 -0.928 -5.477 0.02 -0.06 -0.01
C 0.187 -1.433 -5.999 0.04 0.02 -0.04
C -0.913 -1.585 -5.167 -0.05 -0.02 -0.04
C -0.837 -1.231 -3.829 -0.01 0.02 0.04
H 1.852 -3.065 -2.520 -0.01 0.01 -0.01
H 2.442 -3.652 -0.949 -0.01 0.01 0.00
H 3.064 -2.137 -1.619 0.01 0.00 0.01
H -0.766 -3.223 -2.027 0.01 -0.01 -0.01
H -1.619 -2.647 -0.570 0.01 0.02 0.00
H -0.444 -3.970 -0.449 -0.02 0.00 0.00
H 1.305 0.346 -1.719 -0.03 0.02 0.05
H -0.429 0.199 -1.477 -0.05 -0.04 -0.02
H 2.369 -0.183 -3.733 0.00 0.00 0.01
H 2.237 -0.807 -6.113 0.00 0.00 0.00
H 0.125 -1.707 -7.045 0.00 -0.01 0.00
H -1.840 -1.979 -5.564 0.00 0.00 0.01
H -1.704 -1.344 -3.191 0.00 -0.01 0.00
C -1.630 2.292 -3.942 -0.01 -0.01 -0.04
N -0.324 2.725 -3.514 0.00 -0.02 0.00
C 0.816 2.668 -4.411 0.04 0.09 -0.13
C 1.949 3.283 -3.570 0.00 0.00 -0.05
N 1.360 3.317 -2.239 -0.07 -0.12 0.02
C 0.004 3.109 -2.271 -0.10 -0.04 0.06
S -1.008 3.277 -0.963 0.16 0.14 -0.03
H -2.020 2.966 -4.710 0.00 0.00 0.00
H -2.293 2.301 -3.082 -0.04 -0.02 0.03
H -1.571 1.281 -4.351 -0.02 0.03 0.01
H 0.618 3.249 -5.315 -0.01 -0.01 0.00
H 1.018 1.634 -4.707 -0.02 0.21 0.05
H 2.210 4.284 -3.925 -0.01 -0.01 0.02
H 2.847 2.665 -3.587 0.01 0.01 -0.02
H 1.697 3.923 -1.514 0.05 0.02 -0.01
```
Positions in Å, forces in eV/Å.